1.
Density functional theory data (wB97M-V/def2-TZVPD) for a molecular structure, C17H16BrClW in a non-equilibrium geometry.

Summary:
HOMO level (alpha / beta) = -0.20501 / -0.20817 Eh
multiplicity = 3

Geometry (Å):
C -1.159 -1.107 -1.526
C -1.673 -2.214 -0.812
C -2.720 -1.751 0.066
H -1.515 -3.269 -1.099
C -2.779 -0.276 -0.121
C -1.803 0.044 -1.091
H -1.612 1.011 -1.579
H -0.453 -1.124 -2.358
H -3.297 -2.325 0.789
H -3.465 0.396 0.389
W -1.144 -1.059 1.221
Br 0.718 -2.579 1.462
C 2.718 1.656 0.283
C 1.841 2.450 -0.604
C 1.526 1.604 -1.726
H 1.342 3.358 -0.318
C 2.196 0.354 -1.566
C 3.015 0.425 -0.415
H 3.537 -0.409 0.017
H 2.820 1.860 1.339
H 0.705 1.783 -2.398
H 1.824 -0.553 -1.994
Cl 0.165 3.334 4.109
C -0.074 1.729 4.646
C 0.058 1.540 6.020
C -0.001 0.260 6.601
C -0.286 -0.801 5.737
C -0.452 -0.594 4.351
C -0.291 0.650 3.717
C -0.634 0.806 2.318
H 0.257 2.371 6.702
H 0.152 0.105 7.673
H -0.352 -1.809 6.132
H -0.670 -1.474 3.760
H -1.759 0.633 2.146
H -0.602 1.812 1.912


2.
Density functional theory data (wB97M-V/def2-TZVPD) for C23H19FN2O7S in the gas phase in a non-equilibrium geometry.

Summary:
HOMO level = -0.28045 Eh
SMILES = O=C(CN(c1ccc(F)cc1)S(=O)(=O)c1ccc2c(c1)OCCO2)Nc1ccc2c(c1)OCO2
multiplicity = 1

Geometry (Å):
O -2.014 -0.433 -2.271
C -1.516 0.089 -1.296
C 0.016 0.117 -1.098
N 0.440 -0.510 0.137
C 0.619 -1.900 0.175
C -0.024 -2.710 -0.765
C 0.161 -4.080 -0.760
C 0.984 -4.648 0.193
F 1.171 -5.986 0.198
C 1.617 -3.872 1.145
C 1.437 -2.501 1.131
S 0.940 0.598 1.292
O -0.034 1.661 1.271
O 1.171 -0.042 2.546
C 2.468 1.240 0.619
C 2.599 2.599 0.400
C 3.789 3.092 -0.099
C 4.841 2.228 -0.387
C 4.679 0.845 -0.206
C 3.486 0.359 0.314
O 5.656 -0.048 -0.532
C 6.679 0.500 -1.340
C 7.101 1.864 -0.799
O 6.010 2.762 -0.839
N -2.161 0.698 -0.284
C -3.536 0.853 -0.082
C -3.934 1.557 1.051
C -5.276 1.767 1.346
C -6.199 1.248 0.470
C -5.802 0.541 -0.666
C -4.481 0.326 -0.972
O -6.911 0.138 -1.360
C -8.020 0.610 -0.626
O -7.569 1.306 0.515
H 0.342 1.159 -1.064
H 0.486 -0.373 -1.956
H -0.683 -2.286 -1.503
H -0.334 -4.704 -1.486
H 2.247 -4.336 1.887
H 1.910 -1.902 1.889
H 1.774 3.251 0.636
H 3.935 4.147 -0.266
H 3.373 -0.701 0.466
H 6.318 0.613 -2.371
H 7.504 -0.212 -1.316
H 7.452 1.752 0.235
H 7.888 2.309 -1.409
H -1.573 1.122 0.434
H -3.177 1.947 1.714
H -5.583 2.312 2.222
H -4.182 -0.217 -1.850
H -8.619 1.286 -1.258
H -8.646 -0.243 -0.314


3.
Density functional theory data (wB97M-V/def2-TZVPD) for 6 unconnected molecules or ions with the total composition C33H60N3O6 in a non-equilibrium geometry.

Summary:
HOMO level = -0.40341 Eh
multiplicity = 1
charge = +1

Geometry (Å):
O 4.122 -2.566 2.984
N 3.556 -1.709 2.075
C 3.520 -0.396 2.261
N 4.042 0.091 3.392
C 3.885 1.547 3.631
C 4.154 2.256 2.324
C 3.091 1.819 1.323
C 1.764 2.539 1.590
C 0.547 1.874 0.958
C -0.702 2.081 1.858
C -0.546 1.231 3.082
C -0.232 1.761 4.338
C -0.067 0.949 5.460
C -0.235 -0.428 5.356
C -0.546 -0.967 4.107
C -0.688 -0.154 2.990
N 2.924 0.328 1.285
H 3.391 -2.925 3.507
H 3.160 -2.127 1.248
H 3.788 -0.475 4.193
H 4.577 1.825 4.416
H 2.869 1.720 3.972
H 4.031 3.321 2.500
H 5.168 2.112 1.965
H 3.416 2.111 0.329
H 1.645 2.668 2.662
H 1.866 3.537 1.171
H 0.678 0.801 0.875
H 0.374 2.284 -0.031
H -0.748 3.133 2.123
H -1.583 1.807 1.289
H -0.128 2.832 4.449
H 0.172 1.416 6.401
H -0.133 -1.056 6.225
H -0.697 -2.032 4.019
H -0.925 -0.604 2.035
H 3.286 -0.006 0.390
C -3.754 -1.794 -1.930
C -3.383 -2.815 -0.856
C -2.555 -1.963 0.091
O -3.074 -0.633 0.013
C -3.966 -0.534 -1.104
H -4.630 -2.070 -2.513
H -2.916 -1.658 -2.616
H -4.282 -3.179 -0.353
H -2.835 -3.674 -1.238
H -1.502 -1.940 -0.219
H -2.604 -2.304 1.127
H -4.993 -0.469 -0.728
H -3.743 0.380 -1.657
C 6.847 -2.380 -0.787
C 6.185 -3.177 -1.908
C 4.769 -2.621 -1.891
O 4.875 -1.252 -1.464
C 6.199 -1.016 -0.960
H 7.932 -2.340 -0.857
H 6.584 -2.808 0.183
H 6.666 -2.954 -2.862
H 6.213 -4.254 -1.757
H 4.138 -3.164 -1.176
H 4.287 -2.651 -2.867
H 6.747 -0.404 -1.683
H 6.126 -0.459 -0.022
C 0.599 0.688 -5.030
C 0.522 0.784 -3.509
C -0.684 -0.095 -3.209
O -0.713 -1.103 -4.218
C 0.198 -0.761 -5.269
H 1.580 0.927 -5.436
H -0.133 1.361 -5.478
H 1.423 0.358 -3.058
H 0.404 1.803 -3.141
H -1.616 0.480 -3.265
H -0.632 -0.573 -2.228
H 1.063 -1.431 -5.212
H -0.293 -0.914 -6.230
C -3.224 4.840 -6.626
C -3.999 3.907 -5.699
C -3.046 2.727 -5.582
O -1.723 3.263 -5.702
C -1.793 4.618 -6.159
H -3.532 5.881 -6.558
H -3.338 4.517 -7.663
H -4.139 4.379 -4.724
H -4.978 3.621 -6.082
H -3.204 2.005 -6.389
H -3.133 2.203 -4.628
H -1.540 5.281 -5.325
H -1.059 4.765 -6.952
C -4.727 -2.574 5.719
C -4.898 -1.446 4.703
C -4.063 -1.954 3.537
O -4.140 -3.382 3.577
C -4.715 -3.801 4.818
H -5.513 -2.611 6.470
H -3.768 -2.472 6.233
H -5.946 -1.362 4.409
H -4.568 -0.474 5.066
H -3.014 -1.666 3.635
H -4.427 -1.597 2.572
H -5.730 -4.163 4.628
H -4.126 -4.623 5.225


4.
Density functional theory data (wB97M-V/def2-TZVPD) for a molecular structure, C48H41AuN5P2S2 in a non-equilibrium geometry.

Summary:
HOMO level (alpha / beta) = -0.35941 / -0.35943 Eh
multiplicity = 1
charge = +1

Geometry (Å):
Au 0.108 0.225 -0.009
C 0.205 0.775 3.398
N -0.008 -0.550 3.884
C -0.631 -1.565 3.073
P -1.322 -1.213 1.371
C -3.040 -0.693 1.587
C -3.925 -1.079 0.578
C -5.213 -0.587 0.562
C -5.635 0.289 1.549
C -4.770 0.642 2.572
C -3.473 0.162 2.597
C -1.508 -2.955 0.895
C -2.340 -3.749 1.685
C -2.469 -5.096 1.414
C -1.800 -5.657 0.337
C -1.006 -4.864 -0.474
C -0.844 -3.518 -0.188
C -0.219 -0.732 5.263
C -0.082 -2.016 5.796
C -0.304 -2.245 7.140
C -0.655 -1.206 7.985
C -0.783 0.069 7.462
C -0.573 0.310 6.116
P 1.311 1.059 1.926
C 2.983 0.553 2.397
C 4.031 0.923 1.548
C 5.306 0.448 1.781
C 5.546 -0.411 2.843
C 4.509 -0.797 3.675
C 3.226 -0.327 3.451
C 1.204 2.868 2.032
C 2.196 3.711 2.519
C 1.933 5.069 2.623
C 0.692 5.581 2.281
C -0.292 4.741 1.783
C -0.030 3.394 1.647
H 0.662 1.367 4.202
H -0.737 1.277 3.100
H -1.481 -2.004 3.623
H 0.085 -2.386 2.875
H -3.588 -1.755 -0.195
H -5.879 -0.871 -0.235
H -6.635 0.692 1.520
H -5.106 1.309 3.349
H -2.814 0.440 3.409
H -2.902 -3.318 2.501
H -3.111 -5.701 2.037
H -1.911 -6.710 0.127
H -0.521 -5.294 -1.336
H -0.220 -2.898 -0.816
H 0.207 -2.839 5.158
H -0.199 -3.248 7.527
H -0.836 -1.390 9.034
H -1.064 0.890 8.102
H -0.719 1.311 5.736
H 3.841 1.585 0.711
H 6.116 0.728 1.123
H 6.544 -0.780 3.020
H 4.699 -1.479 4.492
H 2.424 -0.643 4.101
H 3.159 3.318 2.823
H 2.698 5.731 3.000
H 0.488 6.632 2.410
H -1.261 5.128 1.511
H -0.779 2.728 1.237
N 5.822 -0.907 -3.126
C 5.084 -1.282 -2.337
C 4.142 -1.678 -1.358
C 4.373 -2.729 -0.469
C 3.383 -3.034 0.449
C 2.227 -2.272 0.463
N 2.003 -1.285 -0.393
C 2.929 -0.991 -1.283
H 5.292 -3.294 -0.521
H 3.501 -3.850 1.143
H 1.431 -2.461 1.172
H 2.697 -0.194 -1.974
S -1.628 -0.533 -1.516
S 3.359 3.569 -4.900
C 2.386 2.876 -3.608
C 2.668 3.093 -2.257
C 1.866 2.502 -1.308
N 0.833 1.725 -1.612
C 0.538 1.542 -2.898
C 1.275 2.092 -3.926
C 4.974 3.352 -4.128
C 5.651 2.175 -4.397
C 6.859 1.969 -3.744
N 7.364 2.834 -2.885
C 6.728 3.969 -2.665
C 5.523 4.295 -3.275
H 3.492 3.718 -1.948
H 2.042 2.671 -0.252
H -0.320 0.919 -3.098
H 1.007 1.907 -4.955
H 5.248 1.442 -5.076
H 7.423 1.063 -3.909
H 7.192 4.650 -1.964
H 5.035 5.239 -3.087